[1]
{
  "formula": "H2InO",
  "method": "ωB97M-V/def2-TZVPD",
  "max_force_ev_per_a": 2.76,
  "lumo_ev": -24.33,
  "charge": 3,
  "e_above_lowest_kcal_mol": 11.86,
  "e_tot_ha": -264.8207,
  "orbital_gap_ev": 2.76,
  "species": ["In", "O", "H", "H"],
  "coordinates": [[2.14195, 2.55612, -2.58096], [-0.59298, -0.61369, 0.57553], [-1.20901, -1.34308, 0.50686], [-0.33995, -0.59936, 1.49857]],
  "forces_ev_per_a": [[0.3, 0.3, -0.3], [0.7, 1.4, -1.6], [-1.8, -2.0, -0.6], [0.8, 0.3, 2.5]],
  "mulliken_charge": [2.01, 0.01, 0.49, 0.49]
}

***

[2]
{
  "formula": "C2H7N3O",
  "method": "ωB97M-V/def2-TZVPD",
  "max_force_ev_per_a": 1.02,
  "lumo_ev": 0.96,
  "e_above_lowest_kcal_mol": 32.79,
  "e_tot_ha": -319.8975,
  "smiles": "[H]/N=C/N.NC=O",
  "orbital_gap_ev": 10.33,
  "species": ["O", "N", "N", "N", "C", "C", "H", "H", "H", "H", "H", "H", "H"],
  "coordinates": [[-0.61498, 1.51314, 1.32690], [0.56807, -1.58425, -1.25229], [-1.71225, 0.06869, -0.06446], [1.65205, -0.25827, 0.33019], [-1.50897, 1.29548, 0.54799], [1.62697, -1.05495, -0.76598], [0.89271, 0.39050, 0.45573], [0.85402, -2.12976, -2.05727], [2.62159, -1.25932, -1.16591], [-1.13521, -0.37843, -0.77641], [2.57309, 0.00708, 0.61878], [-2.63285, -0.33557, -0.04503], [-2.19966, 2.10795, 0.24553]],
  "forces_ev_per_a": [[0.4, 0.3, -0.4], [0.3, 0.5, -0.3], [-0.5, -0.4, -0.2], [0.2, -0.1, -0.5], [-0.1, -0.2, -0.4], [0.0, -0.6, 0.1], [-0.1, 0.0, 0.7], [-0.2, -0.1, -0.1], [0.1, -0.2, 0.0], [0.7, 0.0, 0.7], [-0.1, 0.5, 0.1], [-0.3, 0.5, -0.3], [-0.2, -0.2, 0.5]],
  "mulliken_charge": [-0.51, -0.63, -0.34, -0.34, 0.12, 0.12, 0.13, 0.20, 0.28, 0.21, 0.22, 0.21, 0.34]
}

***

[3]
{
  "formula": "C27H44BrN3OP2Sr",
  "method": "ωB97M-V/def2-TZVPD",
  "max_force_ev_per_a": 3.56,
  "lumo_ev": [-8.88, -10.31],
  "charge": 2,
  "e_tot_ha": -4581.5404,
  "orbital_gap_ev": [4.08, 2.53],
  "species": ["Sr", "Br", "P", "P", "O", "N", "N", "N", "C", "C", "C", "C", "C", "C", "C", "C", "C", "C", "C", "C", "C", "C", "C", "C", "C", "C", "C", "C", "C", "C", "C", "C", "C", "C", "C", "H", "H", "H", "H", "H", "H", "H", "H", "H", "H", "H", "H", "H", "H", "H", "H", "H", "H", "H", "H", "H", "H", "H", "H", "H", "H", "H", "H", "H", "H", "H", "H", "H", "H", "H", "H", "H", "H", "H", "H", "H", "H", "H", "H"],
  "coordinates": [[-0.81482, -0.54563, 2.62013], [0.02736, -2.27502, 4.72180], [-2.53675, -3.77080, -1.82409], [1.95688, -1.11535, 1.42059], [-0.80323, 1.03239, 4.40480], [1.10254, 0.97924, 5.71277], [-0.94733, 7.70548, -6.15260], [-0.86598, 1.79603, 6.56720], [-0.51941, 7.18951, -3.85295], [-2.24842, 2.24560, 6.56130], [-0.31965, 3.03810, -1.09814], [-1.23923, 1.97910, -0.97227], [0.09748, 1.05640, 0.78691], [-0.65465, 8.09568, -4.91428], [0.75929, 3.12801, -0.18990], [-0.46817, 4.01126, -2.14807], [-0.14912, -5.26353, -1.87928], [-1.11987, 6.41152, -6.41201], [2.37681, -2.77154, 2.15014], [4.85824, -0.81482, 1.69034], [0.93732, 2.13359, 0.80121], [-2.75618, -2.05751, -2.49222], [-0.58276, 4.83995, -3.04226], [-0.68858, -3.84151, -1.72015], [3.48969, -0.13169, 1.72002], [1.95128, -1.44694, -0.39531], [-1.00606, 5.42467, -5.42247], [-0.22812, 1.25034, 5.51341], [3.01183, -0.79630, -1.27118], [-1.04795, 0.97739, 0.01108], [-3.00616, -2.04990, -4.00140], [-4.39384, -3.98579, 0.25611], [-0.70364, 5.81581, -4.10357], [-2.98417, -3.47831, -0.05532], [3.35271, -3.73118, 1.46067], [1.49303, 0.26385, 5.10648], [-1.78088, 0.16086, 0.10714], [3.33809, 0.31591, 2.71878], [-1.35821, 6.13998, -7.44098], [3.47399, 0.69840, 0.99741], [4.31569, -3.27224, 1.21201], [4.01017, -1.21630, -1.10273], [1.40603, -3.28557, 2.27615], [-2.23703, -4.00131, 0.55869], [3.56936, -4.55718, 2.15346], [-1.85997, -1.47149, -2.23917], [-5.15630, -3.25685, -0.04226], [-3.67540, -2.86414, -4.30312], [-0.52195, 9.16553, -4.74961], [-2.07121, -2.14801, -4.56405], [-0.25223, -5.83844, -0.95160], [1.40893, 0.95346, 6.67670], [5.08694, -1.30021, 0.73486], [-4.60603, -4.92903, -0.26121], [1.96125, -2.53888, -0.52372], [3.05297, 0.29127, -1.14773], [0.95774, -1.10322, -0.72200], [-3.47316, -1.10307, -4.29504], [-2.91120, -2.39715, 0.13907], [1.75392, 2.21523, 1.52973], [-3.61826, -1.62661, -1.96212], [-0.30604, -3.19532, -2.52399], [2.75822, -0.98300, -2.32138], [2.92884, -4.18992, 0.55951], [-0.67331, -5.80622, -2.67547], [-0.38380, -3.41147, -0.75393], [-2.28859, 3.31053, 6.82601], [2.72687, -2.56555, 3.17705], [0.91616, -5.23424, -2.13818], [-4.50342, -4.15937, 1.33220], [-1.15459, 4.38169, -5.69313], [4.98545, -1.54139, 2.49897], [-2.69212, 2.11322, 5.57096], [-0.34347, 1.86335, 7.43421], [5.62998, -0.04828, 1.83797], [1.45639, 3.96765, -0.26727], [-2.83057, 1.67400, 7.29717], [-0.27641, 7.56502, -2.86147], [-2.09318, 1.93026, -1.65538]],
  "forces_ev_per_a": [[-1.6, -0.3, 1.8], [0.2, 0.2, -0.6], [0.0, 0.0, -0.2], [3.0, -0.8, -1.7], [0.6, 0.1, 0.3], [-0.5, -0.1, -0.4], [0.0, 0.2, -0.2], [0.4, -0.4, -0.6], [0.0, 0.0, -0.2], [-0.3, 0.2, 0.2], [0.2, 0.1, -0.1], [0.2, -0.3, 0.5], [0.1, 1.2, -0.9], [0.0, -0.8, 0.3], [-0.3, -0.4, 0.3], [-0.2, 0.9, -1.0], [0.3, -0.1, 0.0], [0.2, -0.2, 0.8], [-1.0, -0.7, 1.3], [0.4, -0.4, 0.0], [1.1, 0.5, -0.1], [-0.2, -0.1, 0.1], [0.2, -1.0, 1.0], [-0.1, 0.0, -0.2], [-0.8, 1.1, 0.5], [-1.1, 0.0, -0.1], [0.0, 0.2, 0.0], [-0.3, 0.1, 0.5], [0.3, 0.2, -0.2], [-0.2, -0.6, -0.4], [0.0, 0.3, -0.1], [-0.2, 0.1, 0.3], [0.0, 0.3, -0.4], [0.1, -0.2, 0.0], [0.3, 0.2, -0.7], [-0.2, 0.1, 0.4], [0.2, 0.3, -0.4], [0.2, 0.0, -0.3], [0.1, 0.1, 0.3], [-0.1, -0.2, 0.3], [-0.3, -0.2, 0.0], [-0.3, 0.2, 0.0], [0.4, 0.1, 0.1], [-0.2, 0.0, -0.1], [-0.2, 0.3, 0.0], [-0.2, 0.1, 0.0], [0.1, -0.2, 0.0], [0.1, 0.2, 0.1], [0.0, -0.3, -0.1], [-0.2, -0.1, 0.1], [-0.1, 0.0, -0.2], [0.2, -0.1, -0.3], [-0.2, 0.1, 0.3], [0.1, 0.2, 0.1], [-0.1, 0.3, 0.1], [0.0, -0.2, 0.0], [0.2, -0.2, -0.2], [0.1, -0.2, -0.1], [0.1, 0.1, 0.2], [-0.3, 0.1, -0.4], [0.1, 0.0, -0.1], [0.0, -0.1, 0.2], [0.0, 0.0, 0.2], [0.1, 0.2, 0.2], [0.1, 0.2, 0.2], [0.1, 0.1, -0.1], [0.0, -0.3, -0.1], [-0.3, 0.1, -0.3], [-0.1, -0.1, 0.1], [-0.1, 0.0, -0.2], [0.0, 0.2, 0.2], [-0.1, 0.1, -0.2], [0.3, 0.0, 0.2], [-0.3, 0.1, -0.3], [-0.3, 0.0, 0.0], [-0.3, -0.3, 0.2], [0.1, 0.2, -0.3], [-0.1, -0.2, -0.2], [0.2, -0.1, 0.4]],
  "mulliken_charge": [1.69, -0.55, -0.10, 0.61, -0.87, -0.37, -0.54, -0.20, -0.44, -0.79, 0.64, -0.94, 0.90, -0.33, -0.59, -0.66, -1.40, -0.34, -0.44, -1.42, -1.37, -0.10, 0.10, 0.29, -0.70, 0.27, -0.43, 0.65, -1.50, 0.45, -1.29, -1.31, 0.64, 0.23, -1.21, 0.19, -0.09, 0.49, 0.37, 0.38, 0.25, 0.30, 0.53, 0.46, 0.38, -0.08, 0.34, 0.37, 0.37, 0.30, 0.33, 0.24, 0.23, 0.36, 0.25, 0.30, -0.05, 0.38, -0.36, 0.57, 0.46, 0.47, 0.42, 0.33, 0.41, -0.40, 0.30, 0.51, 0.37, 0.37, 0.40, 0.37, 0.26, 0.19, 0.43, 0.51, 0.30, 0.40, 0.50]
}

***

[4]
{
  "formula": "C4H8O2",
  "method": "ωB97M-V/def2-TZVPD",
  "max_force_ev_per_a": 1.59,
  "lumo_ev": 0.56,
  "e_above_lowest_kcal_mol": 126.32,
  "e_tot_ha": -307.5111,
  "orbital_gap_ev": 9.15,
  "species": ["O", "O", "C", "C", "C", "C", "H", "H", "H", "H", "H", "H", "H", "H"],
  "coordinates": [[0.15329, -1.29110, 0.98606], [-1.11384, 0.56001, -1.40688], [1.42952, 0.64632, 0.19377], [0.79392, -0.66456, -0.18392], [-0.63165, -0.59396, -0.79928], [-1.09562, -1.07599, 0.59132], [-1.91251, 0.11725, 1.31816], [-0.79410, -1.41462, -1.51014], [-1.78778, 0.94964, 1.29946], [2.29646, 0.48295, 0.84191], [1.75534, 1.16886, -0.71120], [0.71350, 1.28583, 0.72452], [-1.31188, 1.19132, -0.70361], [1.50537, -1.36194, -0.64017]],
  "forces_ev_per_a": [[-0.3, 0.2, -0.3], [0.0, 0.1, 0.3], [0.0, 0.0, 0.0], [0.2, 0.2, -0.1], [0.2, -0.2, 0.0], [0.1, -0.9, -0.2], [0.1, 1.6, 0.0], [0.1, 0.0, 0.2], [-0.2, -1.0, 0.2], [-0.1, 0.0, -0.1], [0.0, -0.1, 0.1], [0.1, -0.1, -0.1], [0.0, 0.0, -0.2], [-0.1, 0.1, 0.1]],
  "mulliken_charge": [-0.21, -0.54, -1.21, 0.40, -0.18, -0.31, 0.14, 0.32, -0.03, 0.36, 0.29, 0.29, 0.35, 0.33]
}

***

Q: Which formula does entry 3 have?
A: C27H44BrN3OP2Sr